# 1
C21H38AsN3O5SW | the ωB97M-V functional and the def2-TZVPD basis

```
70
Properties=species:S:1:pos:R:3:lowdin_spin:R:1
W 0.351 -0.236 -0.286 0.333
C -4.137 -1.455 -1.397 0.002
N -3.179 -0.368 -1.313 0.007
C -3.505 0.580 -0.257 0.008
C -1.806 -0.707 -1.342 0.026
O -1.007 0.404 -1.408 0.022
C -1.295 -1.602 -2.518 0.002
O 0.135 -1.543 -2.363 0.000
C 0.824 -2.692 -1.842 0.025
C 1.332 -2.300 -0.443 0.117
O 1.968 -1.064 -0.533 0.091
N 2.071 -3.249 0.263 0.238
C 1.930 -4.676 0.103 0.023
C 3.007 -2.815 1.274 0.025
H -5.129 -1.010 -1.431 0.000
H -4.072 -2.127 -0.532 0.001
H -3.981 -2.014 -2.316 0.000
H -4.346 1.189 -0.585 0.001
H -2.645 1.237 -0.079 0.001
H -3.771 0.057 0.673 0.003
H -1.535 -1.134 -3.476 0.000
H -1.659 -2.629 -2.483 0.001
H 1.665 -2.881 -2.534 0.004
H 0.167 -3.564 -1.808 0.000
H 1.568 -4.937 -0.888 0.001
H 1.243 -5.094 0.846 0.012
H 2.908 -5.140 0.248 0.005
H 2.828 -1.769 1.534 0.000
H 4.031 -2.909 0.901 0.012
H 2.903 -3.423 2.172 0.007
C -0.334 1.896 3.028 0.006
C 0.516 1.899 1.747 0.007
C 1.886 1.218 2.018 0.004
C 0.731 3.348 1.279 0.001
O -0.173 1.192 0.719 0.057
H 0.161 2.480 3.799 0.001
H -0.480 0.879 3.393 0.001
H -1.307 2.338 2.819 0.000
H 2.598 1.960 2.378 0.000
H 2.311 0.752 1.101 0.001
H 1.785 0.450 2.789 0.000
H 1.086 3.956 2.107 0.000
H -0.218 3.746 0.926 0.000
H 1.454 3.396 0.457 0.000
C 0.792 2.957 -2.581 -0.001
As 1.618 1.370 -1.688 -0.001
C 2.007 0.421 -3.384 -0.001
C 3.523 2.104 -1.392 0.001
C 4.149 2.725 -2.610 0.000
C 4.967 1.975 -3.452 0.000
C 5.586 2.563 -4.543 0.000
C 5.400 3.911 -4.803 0.000
C 4.582 4.665 -3.976 0.000
C 3.956 4.078 -2.889 0.000
H 1.374 3.259 -3.461 0.000
H 0.712 3.808 -1.901 0.000
H -0.214 2.663 -2.893 0.000
H 2.591 1.050 -4.066 0.000
H 1.068 0.152 -3.877 0.000
H 2.572 -0.490 -3.169 0.000
H 4.122 1.248 -1.055 0.000
H 3.479 2.847 -0.586 0.000
H 5.145 0.933 -3.224 0.000
H 6.232 1.975 -5.176 0.000
H 5.890 4.371 -5.646 0.000
H 4.455 5.718 -4.167 0.000
H 3.341 4.670 -2.224 0.000
O 0.199 -1.066 1.616 0.183
S -1.345 -1.105 1.404 0.505
N -1.294 -1.491 -0.158 0.265
```

Properties
- highest occupied orbital energy (spin up / spin down) (eV) = -13.74 / -13.78
- Kohn-Sham gap (spin up / spin down) (eV) = 6.22 / 5.42
- multiplicity = 3
- relative energy (zero: lowest compared OMol25 entry of this formula, charge and spin) (kcal per mole) = 131.9
- M (Da) = 703.38
- charge = +2
- energy (eV) = -110582.30300
- maximum force (eV Å⁻¹) = 5.80



# 2
C21H38BCl18FNO4 | the ωB97M-V functional and the def2-TZVPD basis

```
84
Properties=species:S:1:pos:R:3:lowdin_charge:R:1
O -4.318 2.052 1.527 -0.055
C -4.064 1.296 0.560 -0.716
O -4.307 1.599 -0.640 -0.064
B -3.438 -0.111 0.955 0.038
C -2.325 -0.725 -0.006 -0.362
O -2.699 -1.476 -0.880 0.075
N -0.892 -0.506 0.096 0.157
C -0.565 0.874 0.196 -0.469
O -0.691 1.540 1.161 -0.109
F 0.006 1.503 -0.924 0.011
H -3.791 -0.736 1.901 0.079
H -0.522 -0.812 -0.810 0.047
Cl 1.790 2.084 5.368 0.511
C 0.057 2.218 5.784 -0.665
C -0.783 1.186 5.072 -0.625
Cl -0.875 1.479 3.308 0.766
H -0.268 3.229 5.544 0.067
H -0.018 2.083 6.863 0.062
H -1.805 1.219 5.455 0.071
H -0.393 0.180 5.227 0.062
Cl 3.767 -1.416 0.923 0.541
C 2.927 -2.572 -0.143 -0.645
C 2.794 -2.043 -1.549 -0.651
Cl 1.667 -0.666 -1.638 0.667
H 1.956 -2.794 0.296 0.069
H 3.518 -3.488 -0.147 0.070
H 2.397 -2.820 -2.203 0.072
H 3.751 -1.718 -1.948 -0.017
Cl -6.051 -5.967 -1.457 0.524
C -4.816 -4.722 -1.809 -0.654
C -5.387 -3.329 -1.806 -0.656
Cl -6.490 -3.053 -3.183 0.530
H -4.360 -4.965 -2.766 0.067
H -4.054 -4.807 -1.036 0.073
H -4.581 -2.602 -1.893 0.053
H -5.935 -3.121 -0.890 0.074
Cl 2.214 7.026 -0.516 0.517
C 2.053 5.301 -0.954 -0.668
C 0.985 4.602 -0.151 -0.639
Cl 1.421 4.426 1.570 0.534
H 3.024 4.832 -0.823 -0.003
H 1.797 5.267 -2.012 0.073
H 0.832 3.598 -0.539 0.048
H 0.037 5.133 -0.200 0.072
Cl 5.091 -3.384 -4.596 0.542
C 5.947 -1.995 -5.317 -0.660
C 6.625 -1.143 -4.275 -0.655
Cl 5.452 -0.279 -3.251 0.590
H 5.228 -1.420 -5.896 0.070
H 6.690 -2.402 -6.002 0.071
H 7.241 -0.386 -4.759 0.072
H 7.264 -1.738 -3.626 0.069
Cl -10.968 -10.095 -1.106 0.522
C -10.052 -8.744 -1.827 -0.665
C -9.356 -7.904 -0.787 -0.674
Cl -10.507 -6.983 0.214 0.537
H -10.741 -8.150 -2.423 0.068
H -9.314 -9.184 -2.497 0.071
H -8.708 -7.177 -1.274 0.033
H -8.746 -8.513 -0.123 0.069
Cl -7.022 7.289 0.235 0.493
C -6.390 5.705 -0.310 -0.657
C -5.103 5.331 0.375 -0.653
Cl -3.745 6.381 -0.123 0.507
H -6.268 5.748 -1.390 0.065
H -7.153 4.965 -0.081 0.073
H -4.829 4.306 0.111 0.055
H -5.193 5.389 1.457 0.071
Cl 8.139 0.268 1.547 0.557
C 7.941 -0.169 3.265 -0.652
C 6.662 -0.928 3.517 -0.661
Cl 5.218 0.088 3.304 0.534
H 7.984 0.745 3.853 0.069
H 8.796 -0.789 3.533 0.069
H 6.645 -1.288 4.546 0.072
H 6.569 -1.786 2.854 0.062
Cl 4.738 3.744 0.872 0.584
C 6.328 3.157 0.334 -0.678
C 7.164 4.255 -0.274 -0.660
Cl 6.508 4.818 -1.834 0.531
H 6.167 2.342 -0.370 0.063
H 6.831 2.754 1.211 0.026
H 8.171 3.887 -0.469 0.068
H 7.237 5.114 0.390 0.067
```

Properties
- highest occupied orbital energy (eV) = -5.16
- Kohn-Sham gap (eV) = 6.69
- M (Da) = 1036.50
- charge = -1
- energy (eV) = -260874.24996
- maximum force (eV Å⁻¹) = 3.17



# 3
C21H38ClInN5O3 | the ωB97M-V functional and the def2-TZVPD basis

```
69
Properties=species:S:1:pos:R:3:lowdin_charge:R:1
In -0.344 0.692 -1.210 0.821
N 1.493 2.066 -0.774 -0.001
C 1.660 3.268 -1.623 -0.219
C 0.603 4.322 -1.336 -0.177
C -0.816 3.954 -1.740 -0.231
N -1.356 2.858 -0.914 -0.022
H 1.453 2.333 0.207 0.107
H 2.295 1.451 -0.873 0.091
H 1.593 2.948 -2.666 0.116
H 2.652 3.701 -1.477 0.122
H 0.882 5.228 -1.876 0.124
H 0.630 4.587 -0.272 0.123
H -0.837 3.622 -2.780 0.107
H -1.452 4.841 -1.676 0.124
H -2.307 2.640 -1.200 0.060
H -1.413 3.144 0.059 0.095
C -3.137 -0.986 6.536 -0.041
C -2.684 -0.689 5.134 -0.251
C -3.208 0.389 4.429 0.000
C -2.799 0.688 3.138 -0.188
C -3.420 1.869 2.436 -0.028
C -1.808 -0.108 2.546 -0.060
C -1.255 -1.192 3.237 -0.187
C -0.196 -2.082 2.638 -0.030
C -1.717 -1.470 4.517 -0.002
C -1.373 0.190 1.157 -0.571
O -2.202 0.427 0.250 -0.026
O -0.116 0.210 0.869 -0.062
H -4.178 -0.702 6.683 0.081
H -2.537 -0.426 7.256 0.089
H -3.030 -2.044 6.770 0.080
H -3.963 1.011 4.896 0.121
H -4.031 2.439 3.133 0.082
H -4.043 1.552 1.601 0.087
H -2.658 2.540 2.034 0.073
H -0.397 -2.311 1.591 0.063
H -0.138 -3.018 3.192 0.085
H 0.780 -1.598 2.680 0.082
H -1.307 -2.323 5.046 0.120
C 4.588 -1.746 -0.679 -0.041
N 3.163 -1.667 -0.959 -0.124
C 2.282 -1.922 0.171 -0.038
C 2.648 -1.060 -2.055 -0.476
O 1.520 -0.523 -2.033 -0.064
N 3.389 -1.039 -3.197 -0.130
C 2.900 -0.220 -4.296 -0.032
C 4.212 -2.175 -3.605 -0.039
H 4.775 -1.313 0.306 0.096
H 5.155 -1.180 -1.412 0.088
H 4.946 -2.777 -0.669 0.096
H 2.625 -2.819 0.686 0.104
H 1.265 -2.075 -0.178 0.061
H 2.282 -1.088 0.878 0.089
H 2.528 0.729 -3.920 0.078
H 2.095 -0.717 -4.844 0.103
H 3.727 -0.028 -4.977 0.097
H 4.153 -2.974 -2.873 0.087
H 5.256 -1.887 -3.739 0.096
H 3.836 -2.563 -4.553 0.097
C -3.383 -3.173 -0.841 -0.021
C -2.124 -2.470 -1.030 -0.185
N -1.146 -1.889 -1.172 0.183
H -3.452 -3.531 0.185 0.094
H -3.444 -4.017 -1.525 0.094
H -4.207 -2.488 -1.037 0.098
Cl -2.638 1.243 -3.473 0.507
C -0.971 0.608 -3.265 -0.666
H -0.323 1.175 -3.930 -0.003
H -0.973 -0.431 -3.579 -0.006
```

Properties
- highest occupied orbital energy (eV) = -11.06
- Kohn-Sham gap (eV) = 8.99
- relative energy (zero: lowest compared OMol25 entry of this formula, charge and spin) (kcal per mole) = 0.3
- M (Da) = 558.84
- charge = +1
- energy (eV) = -53680.78713
- maximum force (eV Å⁻¹) = 0.14